C108H184N23O24 | ωB97M-V/def2-TZVPD

Summary:
Lowest unoccupied orbital energy, eV: -17.3192
2S+1: 1
Largest force on an atom, eV/Å: 7.4
M, g mol⁻¹: 2188.8
DFT total energy, Eh: -7285.61598
Total charge: +9

Last column: Mulliken charge in e.
CARTESIAN COORDINATES (ANGSTROEM)
C: 1.9804 -0.8476 -5.3020  -1.01
N: 2.1483 -2.2793 -5.0267  0.63
C: 1.1636 -2.8865 -4.2479  -2.09
C: 1.0140 -4.2839 -4.2717  0.99
C: 2.1114 -5.0137 -4.7513  0.82
C: 3.1163 -4.3593 -5.4785  -0.70
C: 3.0961 -2.9815 -5.6889  -0.46
C: 2.1731 -6.4385 -4.6317  0.78
C: 2.3190 -7.2160 -5.8363  -0.40
C: 2.4880 -8.6022 -5.7100  -0.92
N: 2.4136 -9.2343 -4.5415  0.23
C: 2.1805 -8.5594 -3.3885  -1.77
C: 2.1089 -7.1483 -3.4147  1.00
C: 2.6213 -10.7517 -4.4814  -0.81
H: 2.9562 -0.5588 -5.6925  0.25
H: 2.0003 -0.2680 -4.3790  0.50
H: 1.1969 -0.7282 -6.0503  0.35
H: 0.3766 -2.2590 -3.8564  0.78
H: 0.1081 -4.7206 -3.8780  -0.30
H: 3.8721 -4.9469 -5.9784  0.75
H: 3.7733 -2.5465 -6.4089  0.60
H: 2.3865 -6.7379 -6.8023  0.65
H: 2.4050 -9.1774 -6.6203  0.45
H: 2.0054 -9.1768 -2.5199  0.71
H: 1.8452 -6.6187 -2.5112  -0.22
H: 2.8903 -11.1462 -5.4612  0.38
H: 1.7690 -11.2062 -3.9762  0.32
H: 3.4868 -10.7498 -3.8188  0.33
C: 0.5029 3.1035 3.7282  -1.03
N: 0.0121 2.0995 2.8078  2.28
C: -1.2005 2.3204 2.2038  -1.21
C: -1.8199 1.3073 1.4837  0.30
C: -1.1185 0.1154 1.4032  1.66
C: 0.0541 -0.0630 2.1356  -1.48
C: 0.6337 0.9344 2.8534  0.41
C: -1.6257 -0.9763 0.5119  0.31
C: -2.0918 -0.7234 -0.7535  -0.42
C: -2.6219 -1.6802 -1.6068  -0.77
N: -2.5967 -2.9766 -1.1999  0.80
C: -2.0966 -3.3275 0.0064  -0.54
C: -1.6478 -2.3420 0.9236  -0.41
C: -3.0093 -3.9794 -2.2321  -0.68
H: 0.1729 4.1410 3.6750  0.32
H: 1.5899 3.0387 3.6815  0.14
H: 0.2080 2.8240 4.7396  -0.09
H: -1.5656 3.3368 2.1955  0.59
H: -2.6501 1.5297 0.8298  -0.86
H: 0.5222 -1.0356 2.1723  -0.28
H: 1.5769 0.9463 3.3793  0.52
H: -2.1647 0.3328 -0.9671  0.49
H: -3.0534 -1.3642 -2.5451  0.43
H: -2.0649 -4.3968 0.1554  0.83
H: -1.3909 -2.7203 1.9021  0.06
H: -3.7995 -3.6048 -2.8829  0.24
H: -3.2698 -4.9563 -1.8250  0.37
H: -2.0578 -4.0171 -2.7624  -0.16
C: -1.4658 1.5254 -5.0896  -0.99
N: -0.0782 1.9277 -4.8056  0.45
C: 0.8574 2.1362 -5.8116  -0.69
C: 2.1267 2.4654 -5.5285  -0.17
C: 2.5603 2.3991 -4.2176  1.06
C: 1.5949 2.1560 -3.1884  -0.77
C: 0.2776 1.9451 -3.5135  -0.68
C: 3.9628 2.6643 -3.8126  0.04
C: 4.2191 3.5829 -2.7621  -0.70
C: 5.5286 3.8059 -2.3092  -0.71
N: 6.4928 2.9175 -2.7460  0.18
C: 6.2435 1.9618 -3.6607  -0.71
C: 4.9873 1.8737 -4.2643  -0.53
C: 7.8019 2.9490 -2.1419  -0.82
H: -1.5576 0.5602 -4.5916  0.37
H: -1.6197 1.3904 -6.1602  0.38
H: -2.1929 2.2236 -4.6751  0.28
H: 0.5042 2.1402 -6.8322  0.50
H: 2.8766 2.6821 -6.2749  0.71
H: 1.9255 2.1211 -2.1608  0.68
H: -0.5709 1.9377 -2.8454  0.55
H: 3.5409 4.2669 -2.2735  0.89
H: 5.7787 4.5483 -1.5658  0.50
H: 7.0933 1.3201 -3.8409  0.51
H: 4.8535 1.1788 -5.0802  0.61
H: 7.8054 2.5055 -1.1462  0.21
H: 8.0363 3.9752 -1.8591  0.40
H: 8.5929 2.5244 -2.7600  0.41
C: -10.6462 6.2743 -4.2855  -0.90
N: -9.4925 6.3042 -3.3859  0.01
C: -8.2309 6.2830 -3.8938  -0.40
C: -7.1367 6.5109 -2.9750  -0.83
C: -7.3390 6.6839 -1.5871  0.63
C: -8.6595 6.6113 -1.1352  -0.23
C: -9.7429 6.4423 -2.0154  -0.56
C: -6.1630 6.8683 -0.7683  0.71
C: -5.2036 7.8613 -1.0839  -0.67
C: -4.0107 7.9300 -0.3572  -0.30
N: -3.7850 6.9616 0.5290  0.52
C: -4.7393 6.0272 0.8903  -1.20
C: -5.9322 5.9439 0.2328  -0.49
C: -2.4797 6.9954 1.2250  -0.90
H: -11.3526 7.0447 -3.9762  0.34
H: -11.1069 5.3225 -4.0213  0.42
H: -10.4416 6.2457 -5.3557  0.35
H: -8.1118 6.1734 -4.9616  0.48
H: -6.1062 6.5153 -3.2984  0.57
H: -8.8724 6.7083 -0.0808  0.64
H: -10.7631 6.4387 -1.6611  0.53
H: -5.4010 8.6418 -1.8038  0.60
H: -3.2067 8.5896 -0.6486  0.44
H: -4.3855 5.2581 1.5609  0.49
H: -6.6705 5.1768 0.4141  0.72
H: -1.7533 7.1851 0.4348  0.63
H: -2.3328 6.0447 1.7376  -0.14
H: -2.4085 7.8142 1.9410  0.32
C: 1.4924 -3.9462 -0.2187  -0.89
N: 2.5279 -4.9509 -0.3310  1.14
C: 3.6574 -4.6845 -1.0405  -0.28
C: 4.6616 -5.6582 -1.3101  -1.23
C: 4.5016 -6.9357 -0.7456  0.95
C: 3.2694 -7.2014 -0.0245  -1.09
C: 2.3093 -6.1986 0.1202  -0.27
C: 5.4895 -7.9830 -1.1605  0.24
C: 5.9724 -8.7715 -0.1015  -0.79
C: 6.6571 -9.9562 -0.4115  -0.38
N: 7.0967 -10.2119 -1.7030  0.07
C: 6.7752 -9.3921 -2.7084  -0.63
C: 6.0256 -8.2215 -2.4293  -0.36
C: 7.8193 -11.3598 -2.0644  -0.97
H: 1.0213 -3.9984 -1.2002  0.36
H: 1.8581 -2.9418 -0.0055  -0.04
H: 0.9457 -4.1497 0.7020  0.03
H: 3.7355 -3.7196 -1.5192  0.63
H: 5.4875 -5.4183 -1.9634  0.64
H: 3.1304 -8.2240 0.2940  0.71
H: 1.4106 -6.3762 0.6921  0.69
H: 5.7185 -8.5098 0.9151  0.62
H: 6.9336 -10.7153 0.3053  0.50
H: 7.0574 -9.7624 -3.6829  0.51
H: 5.7453 -7.6777 -3.3193  0.51
H: 7.1402 -12.2088 -2.1421  0.41
H: 8.4897 -11.6950 -1.2731  0.37
H: 8.5250 -11.2493 -2.8877  0.39
C: -5.4068 3.7252 -3.7688  -1.00
C: -5.7367 2.4201 -2.9427  0.17
C: -6.7448 2.8529 -1.8878  -0.49
N: -7.1204 1.7215 -0.8131  0.56
C: -8.0537 0.5994 -1.3749  -1.19
C: -7.9088 2.3056 0.4104  -0.80
C: -6.8528 2.4672 1.5675  0.38
C: -5.9691 1.2482 1.3455  0.75
C: -5.8132 1.1356 -0.1664  0.73
H: -4.7331 4.4090 -3.2526  0.13
H: -6.3408 4.2449 -3.9828  0.06
H: -5.1102 3.5034 -4.7939  0.49
H: -4.8836 1.8826 -2.5288  -0.25
H: -6.4249 1.7305 -3.4315  0.65
H: -7.7129 3.2248 -2.2234  0.77
H: -6.2464 3.6081 -1.2801  -0.20
H: -7.5236 0.1566 -2.2181  0.41
H: -9.0234 0.9892 -1.6846  0.32
H: -8.0413 -0.1475 -0.5812  0.53
H: -8.7600 1.6838 0.6875  0.38
H: -8.4417 3.2329 0.2000  0.49
H: -7.2483 2.5506 2.5798  0.63
H: -6.2010 3.3196 1.3761  -0.88
H: -6.6164 0.4502 1.7092  0.38
H: -4.9859 1.4218 1.7828  -0.65
H: -5.4636 0.1913 -0.5836  -0.02
H: -5.0013 1.8284 -0.3879  -1.24
C: 4.0811 3.5841 11.1185  -1.53
C: 3.3242 3.5868 9.8608  0.08
C: 2.3456 4.7868 9.7883  -0.88
N: 1.7744 5.0601 8.3516  0.14
C: 1.1400 3.7327 7.8204  -0.72
C: 2.9081 5.5652 7.3670  -0.59
C: 2.2133 6.6561 6.5106  0.61
C: 0.7855 6.7488 6.8983  -0.72
C: 0.8208 6.2926 8.3799  -0.59
H: 3.4219 3.2535 11.9211  0.38
H: 4.6104 4.4786 11.4466  0.37
H: 4.9202 2.8891 11.1508  0.39
H: 2.7319 2.6719 9.8481  0.24
H: 3.9118 3.7390 8.9555  0.27
H: 2.7106 5.7537 10.1347  0.50
H: 1.5267 4.4616 10.4301  0.46
H: 1.8832 2.9582 7.6310  0.23
H: 0.5444 4.0589 6.9677  0.13
H: 0.4450 3.3864 8.5854  0.40
H: 3.3485 4.7560 6.7845  0.12
H: 3.6733 5.9861 8.0192  0.44
H: 2.4059 6.5225 5.4460  -0.85
H: 2.7479 7.5934 6.6644  0.49
H: 0.1443 6.0723 6.3332  0.17
H: 0.4321 7.7695 6.7519  0.52
H: -0.1656 5.9558 8.6987  0.41
H: 1.3148 7.0269 9.0161  0.45
C: -0.1677 -4.5302 -7.8375  -0.60
C: -1.0353 -5.8209 -7.6612  -0.65
C: -1.7064 -5.9221 -6.2462  0.87
N: -2.3957 -7.3594 -6.1090  0.24
C: -1.4827 -8.5695 -6.3501  -0.97
C: -3.6615 -7.4092 -6.9916  -0.59
C: -4.6771 -6.5558 -6.2914  -0.65
C: -4.2777 -6.4934 -4.8596  -0.18
C: -3.0358 -7.4324 -4.7005  -0.35
H: -0.5884 -3.6209 -7.4083  0.01
H: -0.0172 -4.3587 -8.9034  0.51
H: 0.7434 -4.7905 -7.2987  -0.10
H: -0.4132 -6.6730 -7.9350  0.18
H: -1.8438 -5.7074 -8.3834  0.41
H: -2.4702 -5.1521 -6.1377  -0.03
H: -0.9323 -5.8374 -5.4835  -0.55
H: -0.6412 -8.2644 -5.7280  0.34
H: -1.1058 -8.6528 -7.3695  0.32
H: -1.9918 -9.4750 -6.0201  0.45
H: -4.0744 -8.4140 -7.0804  0.42
H: -3.5290 -7.0178 -8.0002  0.34
H: -5.7100 -6.8764 -6.4275  0.42
H: -4.6982 -5.5970 -6.8094  0.25
H: -5.0854 -6.8868 -4.2425  0.65
H: -4.1737 -5.5025 -4.4176  -0.33
H: -3.3072 -8.4828 -4.5943  0.58
H: -2.2984 -7.1737 -3.9406  -0.05
C: 3.6662 -1.8379 1.8033  -0.32
C: 5.0438 -1.2195 2.3311  -0.82
N: 5.4378 0.2161 1.7801  0.40
C: 4.2741 1.2176 2.2120  -1.12
C: 6.7537 0.7213 2.3451  -0.04
C: 6.7530 1.2751 3.7312  -1.46
C: 5.4805 0.2254 0.2170  -0.27
C: 6.5796 -0.5860 -0.4560  -1.26
O: 7.8727 -0.0725 -0.1649  -0.25
C: 8.9785 -0.7300 -0.7718  -0.81
H: 3.4622 -2.8131 2.2456  0.65
H: 3.6582 -1.8496 0.7134  -0.07
H: 2.8017 -1.2480 2.1080  -0.14
H: 5.9233 -1.8554 2.2293  0.57
H: 5.0476 -1.0473 3.4074  0.55
H: 4.6789 2.2285 2.1638  0.86
H: 3.9520 1.0176 3.2340  -0.04
H: 3.4826 1.1021 1.4715  0.21
H: 7.1959 1.5232 1.7538  0.07
H: 7.3188 -0.1878 2.1389  0.57
H: 7.7133 1.5554 4.1639  0.46
H: 6.4100 0.5028 4.4196  0.39
H: 6.0960 2.1237 3.9216  0.21
H: 5.5535 1.2564 -0.1290  0.36
H: 4.4966 -0.1024 -0.1185  0.30
H: 6.5317 -0.5190 -1.5429  0.57
H: 6.5254 -1.6459 -0.2074  0.43
H: 9.0452 -0.5020 -1.8356  0.27
H: 8.9084 -1.8170 -0.7302  0.31
H: 9.8854 -0.3933 -0.2694  0.30
C: 4.3519 6.2444 3.0554  -1.27
C: 2.8838 6.6993 2.6744  -0.80
N: 2.7096 6.9710 1.1766  0.56
C: 1.2176 7.4556 0.9413  -0.77
C: 3.5165 8.1793 0.7499  -0.53
C: 3.3696 9.4250 1.7296  -1.17
C: 3.0752 5.7493 0.2544  -1.60
C: 2.5713 4.3952 0.8128  0.04
O: 1.1680 4.4378 1.0742  0.80
C: 0.3801 4.0114 -0.0351  -0.19
H: 4.9906 7.1242 3.1334  0.43
H: 4.7561 5.5512 2.3177  0.19
H: 4.4057 5.8727 4.0787  0.32
H: 2.6436 7.5842 3.2637  1.09
H: 2.1108 5.9635 2.8962  0.05
H: 1.1804 7.9184 -0.0449  0.41
H: 1.0372 8.1873 1.7287  0.61
H: 0.5231 6.6271 1.0806  -0.17
H: 3.2176 8.3919 -0.2765  0.61
H: 4.5545 7.8982 0.5724  0.42
H: 3.8754 10.2975 1.3161  0.48
H: 3.6641 9.2230 2.7594  0.28
H: 2.3553 9.8097 1.8354  0.33
H: 4.1461 5.7396 0.0517  0.38
H: 2.6878 5.9851 -0.7368  0.62
H: 3.0513 4.0681 1.7352  -0.21
H: 2.8206 3.5977 0.1128  0.29
H: -0.6328 4.2946 0.2512  -0.65
H: 0.5545 2.9388 -0.1194  -0.30
H: 0.5558 4.5618 -0.9593  0.69
C: -5.2353 -0.1821 4.9511  -1.53
C: -3.7639 -0.3786 4.5040  0.14
N: -2.8663 -1.0475 5.5450  -0.01
C: -1.4593 -1.2786 4.8352  0.29
C: -2.6329 -0.1976 6.8155  -0.66
C: -2.1353 1.2116 6.6350  -0.67
C: -3.5018 -2.4880 5.9014  -0.57
C: -3.9911 -3.2918 4.6077  -0.77
O: -3.0138 -3.8050 3.6806  -0.16
C: -2.4126 -4.9888 3.9839  -0.63
H: -5.1995 0.3418 5.9062  0.41
H: -5.8142 -1.0998 5.0548  0.45
H: -5.6864 0.4851 4.2166  0.10
H: -3.3200 0.6010 4.3267  0.06
H: -3.7543 -0.9642 3.5847  0.39
H: -1.6389 -1.8729 3.9393  -0.25
H: -0.8518 -1.8791 5.5123  0.44
H: -0.9903 -0.3074 4.6777  -0.35
H: -1.9918 -0.8103 7.4494  0.50
H: -3.6518 -0.2405 7.2004  0.66
H: -2.9286 1.9092 6.3662  0.23
H: -1.3208 1.3597 5.9259  -0.26
H: -1.9717 1.5901 7.6440  0.52
H: -4.3469 -2.2444 6.5453  0.57
H: -2.7713 -3.0656 6.4678  0.52
H: -4.6926 -2.7119 4.0079  0.30
H: -4.6317 -4.1186 4.9146  0.54
H: -3.0780 -5.8260 4.1946  0.37
H: -1.8104 -4.7987 4.8723  0.31
H: -1.7262 -5.2696 3.1851  0.05
N: -0.9374 -7.0920 -1.4327  0.65
O: -0.5798 -6.2846 -2.2507  0.04
O: -1.5897 -6.6683 -0.4994  -0.66
O: -0.6493 -8.2574 -1.5489  -0.73
N: -2.9267 -2.1705 -5.6888  0.74
O: -1.9954 -2.6758 -5.0290  -0.29
O: -3.6856 -2.9663 -6.2855  -0.58
O: -2.9696 -0.9462 -5.8087  -0.66
N: 3.6592 1.2648 5.8887  0.93
O: 3.9827 2.4110 5.7444  -0.47
O: 2.5276 0.9140 5.7174  -0.54
O: 4.5576 0.4446 6.2756  -0.71
N: -6.3251 -2.7348 -2.0287  1.19
O: -6.4543 -2.3198 -0.9342  -0.68
O: -6.6041 -3.8420 -2.4231  -0.73
O: -5.7785 -1.9760 -2.7815  -0.65
N: -2.7051 3.7129 -1.3190  0.16
O: -3.2854 3.8267 -0.2206  0.08
O: -2.4623 2.6708 -1.7654  -0.37
O: -2.2385 4.7326 -1.8526  -0.85
N: 0.9958 -4.2792 4.0588  0.78
O: 0.8912 -3.8249 5.1970  -0.64
O: 0.9565 -3.4740 3.1034  -0.39
O: 1.1286 -5.5002 3.9190  -0.65
N: -3.3345 4.0736 4.3966  1.04
O: -3.8688 3.0336 4.2334  -0.57
O: -2.2895 4.0847 5.0870  -0.59
O: -3.7452 5.0972 3.9632  -0.75